The following is a DFT calculation (ωB97M-V/def2-TZVPD) of the molecule C4H8OS2.

Positions of all 15 atoms, in Å:
1 C 2.8312 -0.2088 0.1201
2 C 0.2000 0.3492 -0.3855
3 C -1.2470 -0.0712 -0.5719
4 C -2.1277 0.4985 0.5112
5 H 3.4860 -1.0260 0.5010
6 H 3.2501 0.1300 -0.8334
7 H 2.6490 0.6202 0.8001
8 H -1.5687 0.2853 -1.5720
9 H -2.1209 1.6069 0.4688
10 H -1.7371 0.2570 1.4727
11 H -3.1168 0.0075 0.4445
12 H -1.0689 -1.8250 0.2193
13 O -1.3352 -1.4857 -0.5972
14 S 1.2704 -1.0323 -0.1783
15 S 0.6357 1.8943 -0.3992

## Properties
**E**: -27995.167 eV
**LUMO**: 0.0 eV
**Net charge**: 0

How is the electron density shared among the atoms? According to Löwdin, the charges in e are: -0.430, -1.053, -0.538, -0.064, 0.045, 0.042, 0.005, 0.157, 0.079, 0.072, 0.098, 0.027, -0.085, 0.912, 0.731

The following is a DFT calculation (ωB97M-V/def2-TZVPD) of a cluster of 2 separate species, C4H8OS2 in total.

Positions of all 15 atoms, in Å:
1 C -0.5886 0.6415 0.8891
2 C 0.0957 -0.2870 -0.0864
3 C 0.9311 0.3624 -1.0050
4 C 1.1746 -1.1317 0.6856
5 H -2.0557 1.3791 -0.9657
6 H -1.5478 0.3495 1.6035
7 H 0.1230 1.1495 1.6258
8 H -1.8164 -0.9549 -1.5577
9 H 0.8157 0.0240 -2.0297
10 H 0.5723 1.4845 -0.9300
11 H 1.2961 -0.8673 1.7685
12 H 1.1608 -2.3878 0.6556
13 O -1.0362 1.8051 -0.0943
14 S -1.4674 -1.3796 -0.3193
15 S 2.3427 -0.1874 -0.2399

## Properties
**E**: -27989.839 eV
**LUMO**: -0.1 eV
**Net charge**: 0

How is the electron density shared among the atoms? According to Löwdin, the charges in e are: -0.288, -0.897, -0.561, -0.477, 0.295, 0.146, 0.133, -0.149, 0.092, 0.129, 0.071, 0.145, -0.301, 0.754, 0.908

The following is a DFT calculation (ωB97M-V/def2-TZVPD) of the molecule C4H8P2.

Positions of all 14 atoms, in Å:
1 C -1.5268 0.2675 -0.0931
2 C 0.8820 -0.9094 0.7097
3 C -2.1335 1.5841 -0.6143
4 C 2.3440 -0.9751 0.9844
5 P 0.0604 0.7069 0.7495
6 P -1.9195 0.2869 1.7829
7 H -1.6729 -0.7152 -0.6239
8 H 0.3600 -1.7793 0.8836
9 H -1.8824 2.4091 -0.0606
10 H -3.3457 1.5548 -0.5686
11 H -1.8957 1.7003 -1.7382
12 H 2.4330 -1.5514 2.0016
13 H 2.8751 -0.1061 1.1510
14 H 2.9243 -1.5088 0.0743

## Properties
**E**: -22851.068 eV
**LUMO (alpha / beta)**: -0.6 / -1.0 eV
**Net charge**: 0

How is the electron density shared among the atoms? According to Löwdin, the charges in e are: -0.898, -0.422, -0.291, -0.218, 0.685, 0.642, 0.079, 0.009, -0.013, 0.106, 0.089, 0.105, 0.006, 0.120